Entry 1:
107
Properties=species:S:1:pos:R:3:mulliken_charge:R:1 method="wB97M-V/def2-TZVPD" max_force_ha_per_bohr=0.019 energy_ev=-248449.97326 total_charge=+1 spin_multiplicity=1 molar_mass_g_mol=1221.943
Ru 0.18862 -0.17334 0.45972 -0.620
Se -2.38836 2.51724 1.11996 -0.063
P -3.27989 0.51275 1.35488 1.067
Se -2.05384 -1.09884 0.57730 -0.237
C -3.64772 0.38731 3.11988 -0.284
C -3.08387 -0.59080 3.92956 0.879
C -3.42187 -0.62687 5.28034 -0.171
C -4.31500 0.29149 5.80828 -0.842
C -4.88507 1.26608 4.99286 -0.748
C -4.55378 1.31225 3.65108 -0.556
C -4.89904 0.44770 0.56080 0.340
C -5.28938 1.34944 -0.42126 -0.330
C -6.52396 1.20027 -1.03780 -0.617
C -7.35950 0.15425 -0.67663 -0.507
C -6.96617 -0.75000 0.30243 -0.657
C -5.73897 -0.60531 0.92611 -0.606
H -2.37936 -1.30970 3.52114 -0.411
H -2.98204 -1.38463 5.91227 0.486
H -4.58355 0.24124 6.85630 0.437
H -5.59767 1.97312 5.39954 0.449
H -5.01074 2.06036 3.01085 0.424
H -4.63461 2.16317 -0.70630 0.355
H -6.83148 1.90332 -1.80083 0.421
H -8.32175 0.04149 -1.15803 0.399
H -7.61765 -1.56746 0.58141 0.419
H -5.43534 -1.31186 1.69035 0.407
C 0.26437 4.81921 2.42001 -0.764
C 1.58902 4.68763 1.70751 0.647
C 2.11087 5.99099 1.13871 -1.555
O 1.56076 3.67322 0.64884 -0.219
P 0.66444 3.43377 -0.61120 0.338
S 1.64824 2.80029 -2.11493 -0.359
S -0.68980 1.78305 -0.29575 0.271
O -0.20006 4.74390 -0.69029 -0.142
C -1.07206 5.34467 -1.72601 0.663
C -0.85093 4.80513 -3.11957 -1.528
C -2.50901 5.21472 -1.27836 -1.204
H 0.38943 5.47833 3.28118 0.536
H -0.08088 3.85122 2.77627 -0.100
H -0.49336 5.25516 1.76675 0.141
H 2.32601 4.27266 2.39414 0.389
H 1.33792 6.51289 0.57418 0.233
H 2.96345 5.80674 0.48540 0.365
H 2.44054 6.63568 1.95486 0.503
H -0.77460 6.39137 -1.69153 0.255
H -1.12052 3.74993 -3.18841 0.296
H 0.17793 4.92362 -3.44636 0.409
H -1.49838 5.36686 -3.79517 0.470
H -2.87410 4.19777 -1.42578 0.134
H -3.12864 5.88719 -1.87418 0.530
H -2.62175 5.48982 -0.22922 0.309
N -0.11784 1.40098 6.82145 -0.377
C -0.32736 1.34377 5.49752 0.593
N -1.32933 2.07175 4.98137 -0.074
N 0.48545 0.58080 4.79444 -0.753
C 0.32228 0.44564 3.50511 0.930
N 0.33147 0.27978 2.36159 -0.211
H -0.61671 2.03883 7.41318 0.202
H 0.68906 0.92489 7.18623 0.261
H -2.01927 2.48588 5.58322 0.277
H -1.61221 1.90470 4.02611 -0.307
I 5.28616 2.51351 2.19599 0.058
C 4.28452 1.30585 0.83722 -0.708
C 4.92535 0.75820 -0.26044 -0.215
C 4.18020 -0.01783 -1.13365 -0.695
C 2.83870 -0.21648 -0.87900 -0.867
N 2.22522 0.31691 0.18327 1.600
C 2.93674 1.06332 1.02771 -0.166
H 5.97884 0.93439 -0.43390 0.474
H 4.63307 -0.46918 -2.00547 0.555
H 2.22831 -0.82289 -1.53288 0.371
H 2.40690 1.48546 1.86598 0.323
O 0.89634 -2.00628 0.47690 0.495
Si 0.99820 -3.42134 1.25773 -1.143
C 2.72873 -3.65901 1.93982 0.558
C 3.80602 -3.01683 1.32294 -0.187
C 5.10816 -3.18875 1.77090 -0.659
C 5.36295 -4.01910 2.85464 -0.481
C 4.31103 -4.67240 3.48160 -0.793
C 3.01035 -4.48971 3.02876 0.151
C 0.57217 -4.77699 0.04361 0.301
C 0.01333 -4.47980 -1.20048 -0.312
C -0.33359 -5.48674 -2.09409 -0.691
C -0.12490 -6.81515 -1.75291 -0.471
C 0.43324 -7.13346 -0.52032 -0.817
C 0.77630 -6.12274 0.36533 -0.007
C -0.17590 -3.57406 2.72384 0.865
C 0.14386 -3.01188 3.96519 -0.489
C -0.65607 -3.21986 5.08094 -1.009
C -1.80116 -4.00135 4.97577 -0.564
C -2.15806 -4.54076 3.74774 -0.764
C -1.34894 -4.32887 2.63699 -0.360
H 3.61819 -2.37096 0.47348 0.260
H 5.92665 -2.68029 1.27377 0.437
H 6.37775 -4.15943 3.20692 0.389
H 4.50420 -5.32364 4.32580 0.401
H 2.20154 -5.00230 3.54067 0.383
H -0.14742 -3.44171 -1.47538 0.201
H -0.76401 -5.23566 -3.05635 0.406
H -0.39271 -7.60292 -2.44630 0.376
H 0.60243 -8.16977 -0.25393 0.406
H 1.21863 -6.38825 1.32183 0.319
H 1.05826 -2.43547 4.07463 0.718
H -0.37055 -2.79794 6.03820 0.439
H -2.40651 -4.20281 5.85243 0.469
H -3.04908 -5.15131 3.66134 0.480
H -1.61941 -4.78862 1.69207 0.374

=====

Entry 2:
11
Properties=species:S:1:pos:R:3:mulliken_charge:R:1 method="wB97M-V/def2-TZVPD" max_force_ha_per_bohr=0.086 energy_ev=-20612.23325 spin_multiplicity=1 molar_mass_g_mol=129.140
N -0.17877 -0.08145 1.44972 -0.541
S -1.52805 0.68818 0.85755 0.451
O -1.32785 2.12142 0.96667 -0.535
C -1.18620 0.33336 -0.90459 -0.241
C 0.04139 -0.09910 -1.19120 -0.628
C 0.94296 -0.44220 -0.18437 -0.124
C 2.08668 -0.77096 0.28708 0.951
O 3.06460 -1.11829 0.81221 -0.384
H -0.36633 -1.03345 1.73891 0.311
H -1.93274 0.61692 -1.62237 0.401
H 0.38431 -0.21442 -2.20960 0.339

=====

Entry 3:
9
Properties=species:S:1:pos:R:3:mulliken_charge:R:1 method="wB97M-V/def2-TZVPD" max_force_ha_per_bohr=0.049 energy_ev=-39976.72252 spin_multiplicity=1 molar_mass_g_mol=157.924
C -0.39058 -1.38843 0.34530 0.086
C 0.48865 0.17028 -0.80583 0.218
N 0.73368 -0.99392 -0.16049 -0.419
O -1.50012 -0.84848 -0.13940 -0.257
P -1.19076 0.55125 -0.92044 0.081
Cl 1.80782 0.96730 -1.60198 -0.137
Cl 0.79766 2.35545 1.05115 -0.238
H -0.54299 -2.33640 0.78811 0.402
H -0.20337 1.52296 1.44358 0.265

=====

Entry 4:
9
Properties=species:S:1:pos:R:3:mulliken_charge:R:1 method="wB97M-V/def2-TZVPD" max_force_ha_per_bohr=0.040 energy_ev=-21022.13146 spin_multiplicity=1 molar_mass_g_mol=122.105
C 0.24403 0.07332 0.21783 -0.217
N 0.39932 0.57611 -1.18936 -0.174
N 1.31233 1.29685 -1.49695 0.360
O 2.25919 1.82622 -0.95468 -0.399
O -3.02533 -1.73902 0.94239 -0.367
O -1.02876 -0.34481 0.51426 -0.245
S -1.61586 -1.87707 0.72470 0.467
H 0.98407 -0.72743 0.35529 0.291
H 0.47101 0.91582 0.88651 0.285